1.
Density functional theory data (ωB97M-V/def2-TZVPD) for C32H50BN7O9Pb as an isolated structure.

LUMO level ... -2.06 eV
Strongest force on any atom ... 0.111 hartree/bohr
Net charge ... 0
HOMO energy ... -0.3432 hartree
Orbital gap ... 7.28 eV

Atoms and positions in Å:
C 14.68789 -25.68398 19.91026
C 11.03972 -17.05665 14.12068
H 15.20427 -16.79576 19.39265
H 17.07223 -24.33118 19.48737
C 13.45480 -24.52858 24.87683
H 12.65493 -19.32799 14.19805
H 16.16262 -24.61537 16.95227
H 10.52847 -20.65888 14.94083
H 13.47191 -22.63291 26.20578
H 18.93570 -19.43002 19.09014
C 11.55772 -20.95988 15.13612
O 15.16451 -21.47807 20.86679
H 11.63015 -22.04723 15.11315
H 17.57478 -17.94471 15.56584
O 15.02635 -21.82139 18.40489
H 14.52105 -24.23793 18.75271
C 14.65607 -15.46847 21.85726
H 18.87020 -17.19646 13.68648
H 18.13722 -15.13605 16.72171
N 21.06013 -17.69274 15.85625
C 13.86012 -16.50604 15.09583
H 14.45656 -14.65693 22.55704
H 20.02586 -19.96494 21.39080
O 15.64344 -21.34612 16.31536
O 11.70509 -21.37957 21.42349
H 13.91790 -25.72128 17.86604
H 19.29469 -15.65148 14.29725
N 14.68204 -26.11970 20.99204
C 11.26537 -16.13683 15.22757
C 19.01305 -16.65353 14.62079
C 18.38513 -19.80694 19.95206
H 10.68042 -16.52725 16.06034
H 12.86941 -15.70340 16.75952
H 13.29026 -14.52201 20.38863
C 17.70602 -16.86957 15.44357
H 13.65447 -20.70757 14.54611
C 13.11196 -16.88103 19.34915
H 17.60004 -25.90225 19.35822
H 10.75607 -15.24949 14.85163
H 14.80702 -15.99743 15.27689
H 14.34073 -15.68359 18.36942
O 8.91924 -20.54966 21.18187
H 18.30296 -21.05617 22.41604
H 14.99456 -14.36370 20.04056
H 18.15436 -24.67233 18.20868
H 14.15432 -16.36845 22.21275
H 17.15969 -19.74800 22.29264
H 12.56251 -24.00593 26.84680
B 14.60829 -20.94768 19.58022
N 10.42762 -22.03399 18.21142
H 19.37465 -18.47682 21.31842
C 11.80443 -20.52299 16.60232
H 14.89287 -25.07924 27.28778
H 17.42309 -19.29664 19.90536
H 12.98159 -14.67474 15.31923
N 10.75038 -17.74968 13.28504
O 14.20605 -22.05568 22.89334
C 14.34785 -16.12197 19.36735
H 12.39793 -20.69071 13.20833
C 17.28158 -25.07734 18.72087
C 13.44085 -23.72070 26.26779
N 19.03533 -19.12139 24.88514
O 13.16651 -20.81035 19.82144
C 18.21267 -19.97101 22.46465
C 14.24625 -15.04196 20.45056
H 13.71661 -17.49190 15.53809
H 17.98935 -16.70330 17.57875
C 19.04106 -19.51342 21.27081
C 11.00193 -21.31843 17.51376
H 14.35079 -24.38875 24.27206
H 16.09926 -26.35951 17.32482
H 13.47580 -25.61049 25.00772
H 16.97822 -16.55040 14.69756
C 12.65167 -20.41744 14.23256
H 15.54418 -23.69015 26.73786
C 16.09566 -25.35566 17.74951
Pb 9.77907 -22.90513 21.93657
H 18.21651 -20.87626 19.82476
C 18.73832 -19.50960 23.80869
C 15.44576 -19.60319 17.92008
H 16.56567 -15.80665 17.09260
H 11.62963 -19.45840 16.75784
C 15.33502 -21.01299 17.41072
C 20.19729 -17.23861 15.29654
N 12.10924 -17.52192 19.24595
C 12.71232 -15.66687 15.68152
H 13.75892 -16.55988 14.01188
C 12.86008 -21.25950 21.02569
H 12.87106 -20.62132 16.80414
C 14.71560 -25.26818 18.45466
C 14.60842 -24.03257 27.17967
C 14.16244 -21.62761 21.73314
H 14.57891 -23.48140 28.11958
C 12.27562 -24.07271 24.16559
C 17.57969 -16.07005 16.79181
H 15.67521 -15.82013 22.01785
O 15.16831 -19.63946 19.21022
O 15.75483 -18.57884 17.27107
H 8.06726 -20.35281 21.61765
N 11.36865 -23.64763 23.58418

2.
Density functional theory data (ωB97M-V/def2-TZVPD) for a 2-piece molecular cluster, C4H9NOS overall.

LUMO level (alpha / beta) ... 0.44 / -2.21 eV
Energy relative to the best compared isomer or geometry (same formula, charge and spin) ... 125.4 kcal/mol
Strongest force on any atom ... 0.076 hartree/bohr
Net charge ... 0
HOMO energy (alpha / beta) ... -0.2755 / -0.3587 hartree
Orbital gap (alpha / beta) ... 7.94 / 7.55 eV
<S²> ... 2.0092
Spin multiplicity ... 3

Atoms and positions in Å:
H 1.60039 1.04567 1.37952
S 1.48551 0.24622 0.00177
C 3.13057 -0.42201 -0.14990
H -1.89523 -0.06130 -1.73213
N 0.61591 -0.94782 0.25556
H 3.72930 0.16736 0.54012
H 2.92743 -1.51019 0.20416
H -3.05160 1.20117 -0.98986
C -2.34794 0.40006 -0.74352
O 1.14069 1.31745 -0.87949
H -3.39252 0.23217 1.15549
C -1.42575 0.55616 0.40866
C -2.63214 -0.24804 0.54108
H -2.52945 -1.38127 0.77178
H -1.11215 1.25016 1.08241
H 3.54717 -0.45275 -1.14386

3.
Density functional theory data (ωB97M-V/def2-TZVPD) for a 13-piece molecular cluster, C17H60N2O13 overall.

LUMO level ... 0.29 eV
Energy relative to the best compared isomer or geometry (same formula, charge and spin) ... 26.9 kcal/mol
Strongest force on any atom ... 0.167 hartree/bohr
Net charge ... 0
HOMO energy ... -0.3343 hartree
Orbital gap ... 9.38 eV

Atoms and positions in Å:
H 0.68607 -2.07610 0.79677
H 3.70554 -3.76657 2.08309
C -2.72838 -3.65283 -1.45356
H 4.54926 -2.04344 0.21782
C 0.66639 -0.44211 -4.14063
H -2.74165 -4.69539 -1.78308
H -0.63926 -4.49221 3.39957
H -1.54059 -3.53117 2.34392
H -2.73721 3.29048 1.03203
H -2.71248 -1.69055 -2.44907
C -3.45782 -0.67101 0.65920
O 3.82318 -3.42167 1.24417
C 1.73470 3.91912 0.91675
H -3.10301 -0.50745 -0.33916
O 0.36268 -3.50247 -0.48414
O -2.73746 -1.59725 1.33791
O 2.93447 -0.12054 -4.65456
H 2.81801 3.78527 1.05399
H -0.26816 0.08557 -4.34524
N 0.48221 -1.08991 1.11385
H 2.60444 1.66136 3.64891
C -1.10536 1.96254 -2.33634
H -1.65698 2.63113 -1.69805
C 1.67962 0.51087 -4.72722
H 0.66439 -1.35660 -4.72506
H -1.20384 3.62630 0.15497
H 2.44200 -3.79541 -0.92006
H 1.51179 -2.70174 -1.98881
H 1.96976 1.16933 -1.67147
H -4.13507 0.45888 2.28991
H -0.36967 1.34485 2.48688
H -2.82215 1.16501 -2.74535
H -0.96263 2.36400 -3.35978
H -1.23353 -2.35226 -4.04422
H -0.69410 -1.87251 -0.81860
H -0.70210 0.15787 4.71817
H -2.82240 5.62202 1.73227
H 0.42127 5.28684 0.44612
O -0.04618 -2.56213 3.31177
H 2.04966 -2.22955 -0.40221
H 3.39225 -1.44323 1.37438
O 1.29866 5.22972 0.84637
C 1.64075 -3.04935 -0.91276
C -2.48969 -2.71436 -2.68645
H 1.77391 1.45386 -4.18071
O 0.03913 1.03864 0.61577
H -4.48522 -1.11548 0.57553
H 1.50069 0.77502 -5.73258
O 1.90929 -0.20890 3.28246
C -0.56883 -3.70776 2.74116
H -2.32737 0.51234 4.28947
H 0.07277 -4.09225 2.00314
H 2.47106 0.02357 -0.34718
H 1.34862 3.43449 -0.00948
H -2.66795 1.18152 1.64129
C -3.57904 0.64719 1.42388
H -3.07442 5.44387 0.06984
C -2.28505 5.36631 0.82437
C 2.79934 0.69510 -1.14706
H -0.06619 -1.80409 2.66202
H -3.19726 -2.89710 -3.49902
H -2.08004 -3.36547 -0.66049
H -0.13165 1.67875 -1.90332
H 3.74729 0.46292 2.81551
H 1.25273 3.41352 1.75216
N -0.62997 -0.86901 -0.66474
H -1.23208 3.76864 1.80627
C -1.33453 0.44191 3.87804
H -1.83240 -1.51720 1.04544
H 0.77708 -0.64154 -3.04692
C 4.23490 -2.12432 1.23915
H -4.21030 1.31261 0.89385
H 5.00609 -2.00086 1.98164
C -0.00150 -0.29437 0.29147
H -1.56003 7.09588 0.57361
C 2.70946 0.85122 2.90306
H -1.05660 -0.17540 -1.29068
H 0.98469 -0.66071 1.91839
H 2.47959 1.13548 1.82662
O 3.59936 -0.01729 -2.02719
O -1.22626 -2.87911 -3.24010
O -1.20335 6.19105 0.55937
H -1.27769 -0.44432 3.27106
H 0.26547 -4.29794 -1.02341
H 3.60826 0.53028 -4.57668
C -1.85174 3.91820 0.94515
H -3.69088 -3.43357 -1.04937
H 3.53773 -0.96640 -2.01897
O -0.80300 1.61893 3.30753
H 3.27696 1.56092 -0.70118
H 2.43418 -0.81041 3.83003
O -1.98262 0.87795 -2.37121

4.
Density functional theory data (ωB97M-V/def2-TZVPD) for a 5-piece molecular cluster, C32H32BN5O17 overall.

LUMO level ... -1.61 eV
SMILES ... N#C[C@H](B(N)O)[C@@](N)(C#N)CCCCN.O=C1C=C(O)C(=O)C=C1O.O=C1C=C(O)C(=O)C=C1O.O=C1C=C(O)C(=O)C=C1O.O=C1C=C(O)C(=O)C=C1O
Strongest force on any atom ... 0.100 hartree/bohr
Net charge ... 0
HOMO energy ... -0.3490 hartree
Orbital gap ... 7.89 eV

Atoms and positions in Å:
O 6.43346 7.67615 -6.55598
O -3.92985 -3.76189 -3.00709
O 4.85816 5.68089 -7.46808
C -0.78709 -3.70829 -4.64294
H -1.97347 1.57710 1.86938
H 4.04086 -4.86336 5.30095
O -0.39741 -3.95032 -6.94197
O -2.15017 1.96727 -0.72313
O -3.29267 -0.09194 -2.04987
H -1.13705 -5.89514 5.62981
C -3.09451 -3.81708 -3.89049
C -3.16816 -0.22656 -0.84629
C 2.23000 -2.76273 5.20085
H -4.63668 8.01420 -3.59684
C -1.05783 6.90528 -3.22812
H 6.46436 7.07290 -7.32350
N -2.89834 -3.92177 4.91785
C 3.55802 -4.78058 6.30354
H 3.42167 -2.72726 7.02396
H 3.03471 -2.89275 4.42285
O 3.38843 8.13665 -3.01710
C 3.75864 7.57855 -4.03350
C -3.59141 -1.43309 -0.13881
H -4.16144 4.49301 -3.74985
O -1.27915 -5.19633 6.29789
H 1.82495 6.68866 -3.11837
H 2.09765 -1.65097 5.29513
O 0.53357 -3.56557 -4.43571
H 1.90541 -3.65538 7.24059
C -3.34579 5.19000 -3.61458
C 0.85086 -2.84592 3.10987
H 2.73536 4.98642 -6.10544
N 0.81983 -2.41538 2.07006
C -3.44856 -1.52767 1.18688
H 3.51071 -4.09639 8.96650
C -3.53970 6.51155 -3.55908
C -1.66442 -3.65594 -3.63592
B -1.53238 -4.02604 5.51394
H -1.35727 -3.49532 -2.61147
C 4.50589 6.21697 -6.43366
O -2.62266 8.65840 -3.34854
H 5.50133 -4.22653 7.31340
O -1.77662 3.43782 -3.55187
H 2.87109 -5.66226 6.44685
O 0.36008 5.04126 -3.14640
O -3.82746 -2.62822 1.86055
H -0.92024 -2.12388 4.57337
C 2.72957 -3.45635 6.51665
O -2.76332 -0.53268 3.19883
C 5.32433 7.33699 -5.87572
C 4.64758 -4.95119 7.43717
H -5.26612 -4.15039 -4.62049
N 0.98111 -4.84135 4.46519
H -2.36186 1.78834 -1.66170
H 0.22300 4.07641 -3.22235
C 0.90358 -3.36197 4.58781
N 0.12688 -1.83567 7.62710
O 1.85474 6.08007 -3.88068
O -4.85276 -4.23279 -5.50144
H -4.01780 -2.23196 -0.73166
H 5.09982 -5.97181 7.28362
C -1.22955 -3.92802 -6.05402
H -2.96327 -4.28842 -7.32762
C 2.95455 6.44020 -4.57672
C -3.53446 -4.06386 -5.29799
C -2.85904 -0.41201 1.99049
C -0.43510 -2.86657 5.26460
C 3.30888 5.80920 -5.70071
H -3.62094 -2.44500 2.80115
H 0.94639 -3.64112 -5.31756
C -0.86241 5.58126 -3.27995
H 1.07032 -5.26500 5.38903
C 4.96885 7.97075 -4.75384
O -4.76651 7.04851 -3.66676
H -2.88923 -4.59823 4.13615
C -2.65758 -4.11287 -6.30540
C -2.55406 0.87789 -0.04657
H -3.57995 -4.33005 5.57078
C -0.23490 -2.12148 6.59833
H -0.24680 7.60412 -3.07778
H 5.55099 8.78343 -4.34167
H 1.83304 -5.00062 3.91993
N 4.06115 -4.93723 8.78813
C -2.41405 0.78506 1.27975
C -2.40036 7.46214 -3.37474
H 4.81164 -4.92946 9.48306
C -2.00101 4.63321 -3.49204

5.
Density functional theory data (ωB97M-V/def2-TZVPD) for C28H29ClF3N6OPtS as an isolated structure.

LUMO level ... -11.60 eV
Energy relative to the best compared isomer or geometry (same formula, charge and spin) ... 48.5 kcal/mol
Strongest force on any atom ... 0.015 hartree/bohr
Net charge ... +3
HOMO energy ... -0.6167 hartree
Orbital gap ... 5.18 eV

Atoms and positions in Å:
H 0.27841 -1.91935 -3.71838
C -0.45678 3.25887 3.23734
H 2.27874 0.05037 6.57660
C -1.35670 -1.42540 -1.96854
O 0.58716 -0.09987 -1.22904
C 1.33286 0.21369 4.64011
Cl 0.67477 -6.11622 -1.10238
C -1.10357 2.67883 2.16910
H 1.91748 -0.33901 -4.67516
H -0.56183 4.30930 3.47285
H 2.00833 -5.17260 4.72655
H -3.07204 -0.75239 -3.07238
N -0.05486 0.46662 2.64262
H -3.33106 1.39312 -0.08687
H 3.43314 -5.36816 -1.42337
H -0.35127 -0.41932 -5.53878
C 0.06236 -0.97098 -2.04679
C 1.52499 -4.68539 -0.71218
H 1.46961 0.75386 -3.35855
S 0.95444 -3.41084 2.88150
H 2.66924 -4.14248 5.93975
C 1.69519 0.75517 5.99028
N 1.45939 -2.48883 0.21043
N 0.72562 -1.20525 -3.15222
C -1.43588 0.42083 -3.86338
C 2.88383 -4.55345 -0.96953
C 2.77571 -2.35379 -0.04379
F -2.41000 5.06223 -4.32283
H -0.54477 4.30337 -2.95659
C -0.96438 1.26704 1.84772
Pt 0.64246 -1.22751 1.57211
C 3.50873 -3.36341 -0.63293
C 1.11285 -0.04047 -4.00956
C 0.51226 1.02062 3.68803
C -2.01405 -0.89752 -3.28634
H 2.48701 -1.84559 5.75244
C -0.17645 0.32149 -4.75287
C -2.52977 3.73523 -2.38400
C -3.19769 4.74672 -3.29179
C -1.14609 3.66411 -2.32393
H -1.95945 -1.68056 -4.04597
H -1.43600 -2.51153 -1.91903
C 1.78593 -3.20583 4.33654
C 0.31646 2.42062 3.99783
H -1.77544 3.25466 1.54064
H 0.82096 2.82047 4.86873
H 0.80089 1.00184 6.56671
C 0.84627 -3.64111 -0.11413
H -1.26209 1.13368 -3.05191
H 4.56222 -3.21734 -0.82546
H 2.30194 1.65783 5.90223
H -0.20887 -3.72139 0.11017
H 0.54151 2.73495 -1.38881
C 0.16325 0.03673 0.12414
C -2.70637 2.04041 -0.69469
N 2.05769 -1.96360 4.84194
C -3.31359 2.91919 -1.57797
C -0.53926 2.77220 -1.45150
C -0.66873 1.05250 0.35089
H -4.39240 2.96537 -1.64808
F -4.34926 4.27051 -3.77117
N 2.19748 -4.23664 5.05228
H 3.22299 -1.40620 0.22051
H -2.21947 0.86271 -4.47825
H -1.82346 -1.00723 -1.07890
F -3.46213 5.86746 -2.61090
H -1.98838 0.86795 2.04160
N 1.53424 -0.94343 4.16716
H -0.01979 1.27453 -5.26075
C -1.31452 1.95762 -0.62910

6.
Density functional theory data (ωB97M-V/def2-TZVPD) for a 2-piece molecular cluster, C4H8N2O overall.

LUMO level ... 0.42 eV
Energy relative to the best compared isomer or geometry (same formula, charge and spin) ... 63.2 kcal/mol
SMILES ... N#C/C=C/CO.N
Strongest force on any atom ... 0.021 hartree/bohr
Net charge ... 0
HOMO energy ... -0.3282 hartree
Orbital gap ... 9.35 eV

Atoms and positions in Å:
H 1.83568 2.11218 -0.40629
C 2.00834 -0.79437 0.96654
C -0.14657 -1.10904 -0.13271
H -2.03811 -1.17705 -1.15724
N 1.05546 1.47891 -0.35417
H 0.96254 0.89978 -1.18264
N 3.12976 -1.03335 1.12680
H -2.11816 -1.05988 0.61581
C 0.61090 -0.51832 0.79367
H 0.16458 1.94286 -0.22759
H 0.26175 -1.89462 -0.75533
H -2.62598 0.94085 -0.14200
H 0.19851 0.20361 1.48309
C -1.58709 -0.70601 -0.27473
O -1.71160 0.71446 -0.35322